Entry 1:
This record from the OMol25 dataset describes a cluster of 6 separate species, C20H56N4O7 in total at a distorted geometry. The level of theory is ωB97M-V/def2-TZVPD.

Positions of all 87 atoms, in Å:
1 C 1.045 0.924 1.068
2 O 0.833 0.313 -0.213
3 H 0.514 1.873 1.131
4 H 0.765 0.345 1.948
5 H 2.122 1.036 1.197
6 H -0.031 -0.103 -0.183
7 C 4.643 2.227 -0.755
8 O 4.951 1.097 -1.505
9 H 4.643 3.175 -1.291
10 H 3.687 2.300 -0.237
11 H 5.344 2.371 0.067
12 H 4.706 0.290 -1.047
13 C -1.925 -4.644 1.460
14 O -1.581 -3.395 0.819
15 C -2.558 -2.357 1.045
16 C -2.363 -0.962 0.458
17 N -1.935 -0.766 -0.894
18 C -3.019 -0.852 -1.850
19 C -2.723 -0.592 -3.270
20 O -1.961 -1.631 -3.894
21 C -0.543 -1.371 -3.833
22 H -2.948 -5.015 1.389
23 H -1.682 -4.740 2.518
24 H -1.307 -5.441 1.046
25 H -2.714 -2.212 2.114
26 H -3.440 -2.888 0.688
27 H -1.655 -0.470 1.124
28 H -3.226 -0.303 0.552
29 H -1.408 -1.581 -1.173
30 H -3.852 -0.186 -1.623
31 H -3.395 -1.875 -1.849
32 H -2.297 0.410 -3.315
33 H -3.631 -0.635 -3.870
34 H 0.041 -2.194 -4.243
35 H -0.350 -1.278 -2.764
36 H -0.125 -0.505 -4.348
37 C 4.766 -2.497 -1.291
38 C 3.282 -1.862 -1.083
39 C 2.140 -2.930 -0.953
40 O 2.252 -3.763 -2.150
41 C 1.693 -5.028 -1.940
42 N 3.482 -0.975 0.064
43 H 5.357 -2.825 -0.436
44 H 5.367 -1.758 -1.820
45 H 4.822 -3.419 -1.869
46 H 2.867 -1.291 -1.914
47 H 1.175 -2.431 -0.869
48 H 2.288 -3.471 -0.018
49 H 2.364 -5.516 -1.234
50 H 1.623 -5.569 -2.884
51 H 0.676 -5.045 -1.549
52 H 3.923 -1.356 0.889
53 H 2.635 -0.499 0.339
54 C 1.268 2.089 6.067
55 C 0.862 2.053 4.595
56 C -0.409 1.340 4.321
57 O -0.173 0.003 4.158
58 C -1.410 -0.704 4.175
59 N 0.693 3.497 4.348
60 H 0.490 2.591 6.641
61 H 2.252 2.550 6.153
62 H 1.313 1.066 6.440
63 H 1.670 1.706 3.951
64 H -0.777 1.669 3.349
65 H -1.088 1.481 5.162
66 H -1.897 -0.829 5.143
67 H -1.316 -1.722 3.799
68 H -2.276 -0.212 3.731
69 H -0.270 3.784 4.451
70 H 1.250 3.981 5.037
71 C -0.397 2.923 -3.199
72 C -1.075 3.746 -2.030
73 C -2.550 3.315 -1.688
74 O -3.234 3.735 -2.794
75 C -4.551 3.240 -2.861
76 N -0.254 3.667 -0.818
77 H 0.576 3.321 -3.486
78 H -1.027 3.069 -4.077
79 H -0.436 1.868 -2.929
80 H -1.039 4.790 -2.340
81 H -2.834 3.821 -0.765
82 H -2.545 2.246 -1.479
83 H -5.296 3.624 -2.165
84 H -4.518 2.150 -2.836
85 H -4.813 3.452 -3.897
86 H 0.694 3.901 -1.076
87 H -0.219 2.658 -0.833

Computed properties:
Total charge: +1
<S²>: 0.7549
Multiplicity: 2
Highest occupied orbital energy (alpha / beta) (eV): -11.09 / -11.09


Entry 2:
This record from the OMol25 dataset describes a structure of composition C20H56N5O6Sr2 at a distorted geometry. The level of theory is ωB97M-V/def2-TZVPD.

Positions of all 89 atoms, in Å:
1 Sr 0.823 -2.229 -2.485
2 Sr -2.031 -2.908 -0.664
3 O -0.301 -1.050 -0.511
4 H -0.059 -0.372 0.150
5 C -3.722 -6.770 1.434
6 C -3.248 -5.350 1.066
7 C -2.022 -4.890 1.968
8 O -1.607 -3.456 1.715
9 C -0.349 -3.230 2.301
10 N -2.891 -5.312 -0.333
11 H -4.128 -6.836 2.444
12 H -2.967 -7.516 1.189
13 H -4.511 -7.155 0.788
14 H -4.098 -4.694 1.254
15 H -1.206 -5.470 1.537
16 H -2.196 -4.961 3.041
17 H -0.498 -3.176 3.379
18 H 0.026 -2.308 1.856
19 H 0.465 -3.908 2.047
20 H -2.063 -5.866 -0.496
21 H -3.619 -5.859 -0.769
22 C 4.279 -3.172 0.518
23 C 2.989 -2.473 0.721
24 C 3.236 -1.351 1.780
25 O 3.241 -2.007 3.109
26 C 3.560 -1.159 4.238
27 N 2.438 -1.863 -0.509
28 H 4.866 -3.257 1.433
29 H 4.840 -2.526 -0.157
30 H 4.265 -4.194 0.141
31 H 2.249 -3.177 1.100
32 H 2.364 -0.723 1.962
33 H 4.139 -0.794 1.530
34 H 2.744 -0.438 4.183
35 H 4.508 -0.648 4.072
36 H 3.588 -1.708 5.179
37 H 1.700 -1.256 -0.181
38 H 3.101 -1.195 -0.875
39 C -3.176 0.780 -4.414
40 C -2.013 0.996 -3.432
41 C -1.884 2.561 -3.064
42 O -1.690 3.399 -4.232
43 C -1.304 4.745 -3.999
44 N -2.204 0.148 -2.270
45 H -3.046 1.502 -5.220
46 H -4.163 0.953 -3.983
47 H -3.051 -0.201 -4.871
48 H -1.132 0.575 -3.916
49 H -0.942 2.638 -2.520
50 H -2.787 2.867 -2.536
51 H -2.028 5.550 -3.873
52 H -0.705 4.957 -4.884
53 H -0.626 4.844 -3.152
54 H -1.385 0.331 -1.708
55 H -1.958 -0.791 -2.550
56 C -2.849 2.790 1.807
57 C -2.069 1.545 1.846
58 C -0.627 1.649 2.406
59 O -0.683 1.852 3.767
60 C 0.634 1.875 4.311
61 N -2.857 0.504 2.516
62 H -3.053 3.198 2.796
63 H -3.787 2.625 1.276
64 H -2.307 3.600 1.319
65 H -2.127 1.369 0.772
66 H -0.020 2.410 1.914
67 H -0.030 0.758 2.212
68 H 0.618 2.721 4.999
69 H 1.375 2.062 3.534
70 H 1.030 0.978 4.788
71 H -3.326 1.027 3.242
72 H -2.223 -0.107 3.010
73 C 1.102 3.448 -0.589
74 C 1.762 2.917 -1.840
75 C 3.274 3.298 -1.859
76 O 3.422 4.692 -2.120
77 C 3.349 4.980 -3.543
78 N 1.553 1.516 -1.838
79 H 1.692 3.126 0.270
80 H 0.054 3.150 -0.622
81 H 1.163 4.523 -0.758
82 H 1.203 3.319 -2.684
83 H 4.005 2.806 -2.501
84 H 3.640 3.169 -0.840
85 H 2.513 4.615 -4.140
86 H 4.254 4.705 -4.086
87 H 3.242 6.060 -3.636
88 H 0.613 1.256 -1.575
89 H 1.648 0.972 -2.684

Computed properties:
Total charge: +3
Energy above the lowest of the compared OMol25 structures with the same formula, charge and spin (eV): 4.924
Multiplicity: 1
Highest occupied orbital energy (eV): -15.59


Which formula does entry 1 have?
C20H56N4O7


Please write out number 1 again, unchanged.
This record from the OMol25 dataset describes a cluster of 6 separate species, C20H56N4O7 in total at a distorted geometry. The level of theory is ωB97M-V/def2-TZVPD.

Positions of all 87 atoms, in Å:
1 C 1.045 0.924 1.068
2 O 0.833 0.313 -0.213
3 H 0.514 1.873 1.131
4 H 0.765 0.345 1.948
5 H 2.122 1.036 1.197
6 H -0.031 -0.103 -0.183
7 C 4.643 2.227 -0.755
8 O 4.951 1.097 -1.505
9 H 4.643 3.175 -1.291
10 H 3.687 2.300 -0.237
11 H 5.344 2.371 0.067
12 H 4.706 0.290 -1.047
13 C -1.925 -4.644 1.460
14 O -1.581 -3.395 0.819
15 C -2.558 -2.357 1.045
16 C -2.363 -0.962 0.458
17 N -1.935 -0.766 -0.894
18 C -3.019 -0.852 -1.850
19 C -2.723 -0.592 -3.270
20 O -1.961 -1.631 -3.894
21 C -0.543 -1.371 -3.833
22 H -2.948 -5.015 1.389
23 H -1.682 -4.740 2.518
24 H -1.307 -5.441 1.046
25 H -2.714 -2.212 2.114
26 H -3.440 -2.888 0.688
27 H -1.655 -0.470 1.124
28 H -3.226 -0.303 0.552
29 H -1.408 -1.581 -1.173
30 H -3.852 -0.186 -1.623
31 H -3.395 -1.875 -1.849
32 H -2.297 0.410 -3.315
33 H -3.631 -0.635 -3.870
34 H 0.041 -2.194 -4.243
35 H -0.350 -1.278 -2.764
36 H -0.125 -0.505 -4.348
37 C 4.766 -2.497 -1.291
38 C 3.282 -1.862 -1.083
39 C 2.140 -2.930 -0.953
40 O 2.252 -3.763 -2.150
41 C 1.693 -5.028 -1.940
42 N 3.482 -0.975 0.064
43 H 5.357 -2.825 -0.436
44 H 5.367 -1.758 -1.820
45 H 4.822 -3.419 -1.869
46 H 2.867 -1.291 -1.914
47 H 1.175 -2.431 -0.869
48 H 2.288 -3.471 -0.018
49 H 2.364 -5.516 -1.234
50 H 1.623 -5.569 -2.884
51 H 0.676 -5.045 -1.549
52 H 3.923 -1.356 0.889
53 H 2.635 -0.499 0.339
54 C 1.268 2.089 6.067
55 C 0.862 2.053 4.595
56 C -0.409 1.340 4.321
57 O -0.173 0.003 4.158
58 C -1.410 -0.704 4.175
59 N 0.693 3.497 4.348
60 H 0.490 2.591 6.641
61 H 2.252 2.550 6.153
62 H 1.313 1.066 6.440
63 H 1.670 1.706 3.951
64 H -0.777 1.669 3.349
65 H -1.088 1.481 5.162
66 H -1.897 -0.829 5.143
67 H -1.316 -1.722 3.799
68 H -2.276 -0.212 3.731
69 H -0.270 3.784 4.451
70 H 1.250 3.981 5.037
71 C -0.397 2.923 -3.199
72 C -1.075 3.746 -2.030
73 C -2.550 3.315 -1.688
74 O -3.234 3.735 -2.794
75 C -4.551 3.240 -2.861
76 N -0.254 3.667 -0.818
77 H 0.576 3.321 -3.486
78 H -1.027 3.069 -4.077
79 H -0.436 1.868 -2.929
80 H -1.039 4.790 -2.340
81 H -2.834 3.821 -0.765
82 H -2.545 2.246 -1.479
83 H -5.296 3.624 -2.165
84 H -4.518 2.150 -2.836
85 H -4.813 3.452 -3.897
86 H 0.694 3.901 -1.076
87 H -0.219 2.658 -0.833

Computed properties:
Total charge: +1
<S²>: 0.7549
Multiplicity: 2
Highest occupied orbital energy (alpha / beta) (eV): -11.09 / -11.09


Which formula does entry 1 have?
C20H56N4O7